# 1
The following is a DFT calculation (the ωB97M-V functional and the def2-TZVPD basis) of a 2-piece molecular cluster, C9H12IN5O7P2 overall at a distorted geometry.

Computed properties:
calculated total energy: -2130.821584 hartree
highest occupied orbital energy: -7.2409 eV
maximum force: 8.30 eV/A
energy relative to the best compared isomer or geometry (same formula, charge and spin): 385.3 kJ/mol
molecular weight: 491.08 g mol⁻¹
frontier orbital gap: 0.14969 Ha

Last column: natural (NBO) charge in e.
Atoms and positions in Å:
O: 3.40891 1.38399 -0.06131  -1.013
P: 3.15836 0.02063 0.63690  1.519
N: 1.76336 0.02013 1.70760  -0.530
C: 0.33471 -0.11826 1.53773  0.651
N: -0.28806 -0.26914 0.37431  -0.429
C: -1.79625 -0.41496 0.45356  -0.612
P: -2.35229 -2.12619 1.02231  2.219
O: -1.65649 -2.64259 2.28728  -1.087
O: -4.02822 -2.03678 1.39718  -0.959
O: -2.21995 -3.34021 -0.16264  -0.931
C: 0.28239 -0.28865 -0.97186  0.098
C: 0.56264 -1.51262 -1.86574  -0.297
C: 1.16777 -1.30884 -3.23688  0.014
N: 1.59765 -0.13382 -3.91319  -0.365
C: 1.35525 0.95139 -3.03312  0.058
C: 0.73120 1.00491 -1.65056  -0.175
N: -0.22643 -0.05619 2.86809  -0.455
C: 0.80254 0.07820 3.86352  0.256
N: 1.98926 0.13124 3.04586  -0.364
I: 3.71671 0.36221 4.14780  0.477
H: 4.39325 -0.35654 1.24995  0.000
H: 2.87364 -0.94175 -0.40966  0.006
H: -2.22176 -0.26842 -0.61234  0.336
H: -2.25355 0.44791 1.07028  0.308
H: -4.15141 -1.57820 2.25610  0.515
H: -1.25187 -3.43439 -0.30733  0.496
H: 0.31383 -2.56168 -1.49426  0.214
H: 1.34620 -2.27503 -3.84175  0.212
H: 1.69631 1.96855 -3.45583  0.234
H: 0.61999 2.00013 -1.10513  0.287
H: 0.67423 0.12822 4.98955  0.290
C: -1.98970 3.12240 -1.60254  0.932
O: -1.20570 3.97795 -2.09353  -0.826
O: -2.68454 3.62862 -0.54438  -0.756
O: -2.21095 1.93687 -1.92350  -0.813
H: -2.25103 4.50089 -0.62247  0.487

# 2
The following is a DFT calculation (the ωB97M-V functional and the def2-TZVPD basis) of a single C2H3N3O molecule at a distorted geometry.

Computed properties:
calculated total energy: -317.473053 hartree
highest occupied orbital energy: -8.8496 eV
maximum force: 1.34 eV/A
energy relative to the best compared isomer or geometry (same formula, charge and spin): 155.6 kJ/mol
molecular weight: 85.07 g mol⁻¹
frontier orbital gap: 0.34703 Ha

Last column: natural (NBO) charge in e.
Atoms and positions in Å:
N: -0.01969 -1.46460 0.25332  -0.810
C: 0.44895 -0.23074 0.58522  0.647
C: 0.27084 0.80487 -0.50280  -0.390
N: -0.83034 1.48274 -0.55810  0.077
N: -1.80795 2.06118 -0.61755  -0.002
O: 0.97208 0.01893 1.65200  -0.574
H: 0.14365 -2.22393 0.89840  0.404
H: -0.29955 -1.67527 -0.69035  0.402
H: 1.12202 1.22682 -1.02014  0.247

# 3
The following is a DFT calculation (the ωB97M-V functional and the def2-TZVPD basis) of C36H45As2FeN3S4Si3 as an isolated structure.

Computed properties:
calculated total energy: -9759.869154 hartree
highest occupied orbital energy (alpha / beta): 0.0043 / -1.4391 eV
maximum force: 0.84 eV/A
energy relative to the best compared isomer or geometry (same formula, charge and spin): 21.4 kJ/mol
molecular weight: 937.99 g mol⁻¹
spin multiplicity: 5
frontier orbital gap (alpha / beta): 0.15031 / 0.20334 Ha
charge: -2

Last column: Mulliken spin population.
Atoms and positions in Å:
Fe: 1.69521 -0.40182 1.61434  3.113
C: 5.67646 -1.09065 -0.05428  -0.044
C: 4.62863 -0.54036 0.62428  0.148
N: 3.42862 -1.18922 0.77192  0.197
C: 3.28254 -2.40396 0.17502  0.050
C: 4.33523 -3.06630 -0.49900  -0.102
C: 5.56927 -2.37785 -0.62293  0.456
C: 4.09376 -4.37096 -1.01415  0.059
C: 2.88825 -5.00534 -0.87335  0.011
C: 1.80828 -4.33701 -0.25781  0.036
C: 0.52417 -4.89652 -0.05419  -0.025
C: -0.47771 -4.13537 0.46200  0.036
C: -0.22982 -2.76939 0.75739  0.004
N: 0.95296 -2.24064 0.64761  0.043
C: 1.99556 -3.01243 0.19634  0.079
H: 6.59600 -0.52338 -0.13976  -0.002
H: 4.69595 0.43377 1.08974  0.053
H: 6.39441 -2.83547 -1.15552  0.040
H: 4.91236 -4.88184 -1.51208  -0.006
H: 2.74564 -6.01407 -1.24605  0.003
H: 0.35798 -5.94088 -0.30085  0.001
H: -1.46319 -4.53906 0.65244  0.005
H: -1.02101 -2.12008 1.11482  -0.003
C: 1.68954 0.93977 -2.51488  -0.014
C: 2.08103 2.26982 -2.36979  -0.004
C: 2.24674 2.78371 -1.09479  -0.025
C: 2.03104 1.96893 0.01906  0.004
C: 1.63461 0.63023 -0.10311  -0.076
C: 1.46688 0.14401 -1.40284  0.006
C: 2.28030 2.47576 1.39044  -0.065
C: 2.04139 3.83477 1.73581  -0.010
C: 2.21768 4.23258 3.01890  0.004
C: 2.70235 3.31266 3.97523  -0.007
C: 2.96535 3.67340 5.31985  0.001
C: 3.51141 2.77084 6.17944  0.000
C: 3.83468 1.46992 5.72351  -0.002
C: 3.56691 1.08987 4.44460  -0.011
C: 2.96009 1.99784 3.54382  0.027
N: 2.68021 1.58710 2.26771  0.044
H: 1.57680 0.51689 -3.50850  0.000
H: 2.27626 2.88650 -3.23933  0.001
H: 2.58831 3.80600 -0.96493  0.001
H: 1.18192 -0.89259 -1.55210  -0.008
H: 1.67303 4.51385 0.97880  0.000
H: 2.00418 5.25278 3.32072  0.001
H: 2.71675 4.67686 5.64737  0.000
H: 3.69440 3.04500 7.21112  0.000
H: 4.27993 0.75657 6.40509  0.000
H: 3.78715 0.09137 4.09767  0.014
S: -0.03566 0.16895 5.90002  -0.004
As: -0.10404 -0.95116 4.09530  -0.001
S: 1.89398 -1.68970 3.51900  0.014
S: -0.33909 0.39456 2.32527  -0.034
S: -1.54644 -2.51953 4.11483  -0.003
C: -1.58418 3.35936 -1.00103  0.000
Si: -2.41854 2.11269 -2.11180  0.000
C: -1.62565 2.28744 -3.80413  0.000
C: -4.19225 2.65564 -2.43263  0.000
As: -2.05227 0.03684 -1.07671  -0.002
Si: -3.99621 -0.01082 0.24634  -0.004
C: -5.61985 -0.23197 -0.67898  0.000
C: -3.89561 -1.38487 1.48118  0.002
C: -4.08541 1.59327 1.20460  0.000
Si: -2.62537 -1.32306 -2.89255  0.000
C: -4.16041 -0.91779 -3.90225  0.000
C: -2.80638 -3.09578 -2.33146  0.000
C: -1.19852 -1.28876 -4.11403  0.000
H: -1.78043 4.38990 -1.31267  0.000
H: -0.50537 3.17773 -1.02754  0.000
H: -1.89940 3.24039 0.03864  0.000
H: -1.69438 3.33828 -4.10377  0.000
H: -2.13194 1.68167 -4.56115  0.000
H: -0.57121 2.00657 -3.78806  0.000
H: -4.17252 3.65283 -2.88457  0.000
H: -4.81059 2.69929 -1.53532  0.000
H: -4.68100 1.97401 -3.13425  0.000
H: -5.69895 -1.24535 -1.08366  0.000
H: -5.74036 0.47238 -1.50480  0.000
H: -6.44613 -0.08373 0.02456  0.000
H: -3.79589 -2.36945 1.01296  0.000
H: -4.80139 -1.38908 2.09585  0.000
H: -3.03920 -1.27300 2.15424  -0.001
H: -4.34288 2.45858 0.59125  -0.001
H: -3.11660 1.78444 1.67670  0.001
H: -4.82923 1.49726 2.00099  0.001
H: -5.07292 -0.95142 -3.30569  0.000
H: -4.24712 -1.65411 -4.70845  0.000
H: -4.09501 0.07526 -4.35575  0.000
H: -1.86789 -3.45785 -1.90274  0.000
H: -3.57547 -3.20477 -1.56040  0.000
H: -3.07240 -3.73620 -3.17829  0.000
H: -0.77015 -0.29067 -4.20416  0.000
H: -1.53154 -1.60870 -5.10607  0.000
H: -0.39666 -1.95522 -3.78357  0.000

# 4
The following is a DFT calculation (the ωB97M-V functional and the def2-TZVPD basis) of a 4-piece molecular cluster, C24H25O10PS overall.

Computed properties:
calculated total energy: -2421.341362 hartree
highest occupied orbital energy: -9.1244 eV
maximum force: 0.25 eV/A
structure (SMILES): CCP(CC)[C@H]1COS(=O)(=O)O1.O=C1C=CC(=O)C=C1.O=C1C=CC(=O)C=C1.O=C1C=CC(=O)C=C1
molecular weight: 536.50 g mol⁻¹
frontier orbital gap: 0.27429 Ha

Last column: natural (NBO) charge in e.
Atoms and positions in Å:
C: 1.83996 -2.88680 -2.45946  -0.614
C: 0.51898 -3.17978 -3.17324  -0.717
P: -0.31007 -4.69882 -2.51923  0.797
C: -2.01876 -4.46065 -3.18838  -0.701
C: -2.99564 -5.52646 -2.67964  -0.616
C: 0.28826 -5.98187 -3.76090  -0.200
C: 1.76834 -5.94210 -4.09836  -0.112
O: 2.38031 -6.47807 -2.90702  -0.693
S: 1.51219 -7.73150 -2.41852  2.549
O: 1.36961 -7.62743 -1.01176  -0.888
O: 1.98764 -8.92800 -3.02048  -0.904
O: 0.17285 -7.32166 -3.17944  -0.709
H: 1.71840 -2.97700 -1.37845  0.216
H: 2.62497 -3.58840 -2.74791  0.198
H: 2.16547 -1.87407 -2.68877  0.223
H: 0.66464 -3.20495 -4.25760  0.209
H: -0.18354 -2.36262 -2.98895  0.243
H: -2.33554 -3.46418 -2.87185  0.228
H: -2.01026 -4.44920 -4.28217  0.208
H: -2.77345 -5.80821 -1.64903  0.217
H: -4.02534 -5.17243 -2.72044  0.214
H: -2.93259 -6.43703 -3.27755  0.209
H: -0.34497 -5.99753 -4.64760  0.219
H: 1.99058 -6.60661 -4.93703  0.203
H: 2.18765 -4.95888 -4.28624  0.217
O: 3.18702 3.51933 1.33144  -0.511
C: 2.68871 2.82073 0.47213  0.483
C: 1.42470 3.20712 -0.19642  -0.225
C: 0.87139 2.43621 -1.12739  -0.216
C: 1.50269 1.15827 -1.53899  0.481
O: 1.00076 0.45277 -2.38866  -0.499
C: 2.77170 0.76939 -0.86964  -0.218
C: 3.32164 1.54118 0.06296  -0.235
H: 0.97786 4.13678 0.13188  0.232
H: -0.06565 2.68371 -1.60709  0.246
H: 3.20996 -0.16954 -1.18321  0.230
H: 4.24391 1.28392 0.56841  0.233
O: 3.17797 5.86545 6.80207  -0.482
C: 2.36804 5.21592 6.17813  0.472
C: 2.77898 4.33387 5.05722  -0.214
C: 1.88590 3.62191 4.37602  -0.234
C: 0.44164 3.68510 4.70472  0.487
O: -0.37647 3.04272 4.07789  -0.516
C: 0.02671 4.56575 5.82546  -0.242
C: 0.91959 5.27508 6.50909  -0.212
H: 3.83704 4.31234 4.82989  0.236
H: 2.16246 2.98296 3.54861  0.242
H: -1.03355 4.59094 6.04359  0.231
H: 0.64820 5.92585 7.33059  0.232
O: -5.59477 5.58691 2.84072  -0.486
C: -4.76113 4.94843 2.23617  0.475
C: -3.95688 3.89558 2.90389  -0.224
C: -3.03724 3.19978 2.24101  -0.228
C: -2.78173 3.44976 0.80098  0.482
O: -1.94389 2.81662 0.19216  -0.511
C: -3.58466 4.50245 0.12854  -0.227
C: -4.50296 5.19708 0.79332  -0.228
H: -4.16235 3.73709 3.95493  0.232
H: -2.42409 2.44247 2.71094  0.253
H: -3.37670 4.66098 -0.92221  0.229
H: -5.10448 5.96936 0.33093  0.233

# 5
The following is a DFT calculation (the ωB97M-V functional and the def2-TZVPD basis) of a single C2H2N2O2 molecule at a distorted geometry.

Computed properties:
calculated total energy: -337.343088 hartree
highest occupied orbital energy: -10.7750 eV
maximum force: 3.81 eV/A
structure (SMILES): Oc1ncno1
energy relative to the best compared isomer or geometry (same formula, charge and spin): 213.6 kJ/mol
molecular weight: 86.05 g mol⁻¹
frontier orbital gap: 0.41144 Ha

Last column: natural (NBO) charge in e.
Atoms and positions in Å:
O: -1.99657 -0.02964 -0.14150  -0.629
C: -0.70956 0.06401 -0.16522  0.740
N: 0.04444 1.04869 -0.09585  -0.516
C: 1.35917 0.41829 -0.00246  0.148
N: 1.29602 -0.86142 -0.14911  -0.124
O: -0.06579 -1.14378 -0.06680  -0.334
H: -2.10872 -0.58516 0.62500  0.499
H: 2.18100 1.08902 -0.00405  0.216

# 6
The following is a DFT calculation (the ωB97M-V functional and the def2-TZVPD basis) of a 2-piece molecular cluster, C2H5NO2 overall at a distorted geometry.

Computed properties:
calculated total energy: -284.392314 hartree
highest occupied orbital energy: -9.6234 eV
maximum force: 4.67 eV/A
energy relative to the best compared isomer or geometry (same formula, charge and spin): 197.1 kJ/mol
molecular weight: 75.07 g mol⁻¹
frontier orbital gap: 0.38675 Ha

Last column: natural (NBO) charge in e.
Atoms and positions in Å:
C: 0.31518 -0.32745 0.37861  0.102
N: -0.13229 -0.85235 -0.87069  -0.858
C: -0.26224 2.49109 0.39407  0.487
O: 0.01486 -1.26471 1.37730  -0.729
O: -0.23059 2.52457 -0.70042  -0.487
H: -0.22795 -2.07299 0.89643  0.476
H: 1.39631 -0.15969 0.35488  0.147
H: -1.11751 -0.62076 -1.00611  0.367
H: 0.41037 -0.47441 -1.64203  0.374
H: -0.16613 0.75671 0.81796  0.122

Question: Which of these has the lowest molecular weight?
Answer: C2H5NO2